This record from the Open Molecules 2025 dataset describes C13H10Cl5HgN as an isolated structure. The level of theory is ωB97M-V/def2-TZVPD.

Frontier orbital gap (alpha / beta)   3.8 / 3.8 eV
Molecular weight   558.09 g mol⁻¹
Highest occupied orbital energy (alpha / beta)   0.31 / 0.31 eV
E_tot   -3010.37860 hartree
Energy above the lowest of the compared OMol25 structures with the same formula, charge and spin   0.0 kJ/mol
LUMO (alpha / beta)   4.07 / 4.07 eV

```
! RIJCOSX wB97M-V def2-TZVPD def2/J DEFGRID3
* xyz -2 1
C -0.5573 1.6169 -2.7769
C 0.8536 1.5713 -2.5265
C 1.0695 1.9306 -1.1651
C -0.2023 2.1945 -0.5739
C -1.2106 2.0060 -1.5677
Hg -0.1580 -1.1822 1.2379
N -1.2823 -1.6378 -0.5810
C -0.2657 -2.5300 -1.1294
C 0.9979 -2.0773 -0.4457
H 2.0302 1.9696 -0.6623
H 1.6251 1.3259 -3.2583
H -0.3836 2.5018 0.4507
H -2.2864 2.1193 -1.4175
H -1.0460 1.4264 -3.7338
H 1.4527 -1.2245 -0.9731
H -0.4904 -3.5486 -0.7392
H -1.4470 -0.8818 -1.2692
H 1.6932 -2.8887 -0.2042
H -0.2466 -2.5708 -2.2406
Cl -1.9320 -2.5824 3.6474
C -0.8631 -1.3261 4.1502
C -0.1478 -0.6046 3.1948
C 0.6298 0.4857 3.5705
Cl 1.3767 1.4602 2.3418
C 0.8247 0.7898 4.9318
Cl 1.8884 2.0437 5.3947
C 0.1451 0.0256 5.9129
Cl 0.3782 0.3647 7.5695
C -0.7193 -1.0244 5.5209
Cl -1.5687 -1.9170 6.7040
*
```

Here are the Löwdin charges for atoms 1 to 4, given in e:
1 C -0.234
2 C -0.230
3 C -0.246
4 C -0.258